(1)
71
Properties=species:S:1:pos:R:3:forces:R:3 method="wB97M-V/def2-TZVPD" spin_multiplicity=2 orbital_gap_ev="6.756 / 6.768" homo_ev="-15.98 / -15.91" de_lowest_ev=0.764 s2=0.78 lumo_energy_ev="-9.2 / -9.1" total_charge=+3
Tc -0.37702 -0.10809 -0.36232 0.4787 -0.9628 0.3396
F 5.73704 0.10905 2.56650 -0.0129 -0.0335 -0.0386
C 5.05689 1.15425 2.06108 0.0249 -0.0728 -0.0245
C 3.80795 0.94504 1.57461 -0.0928 -0.0649 0.0142
C 3.10062 1.99539 0.96303 0.0102 -0.0066 0.0345
C 1.78218 1.79209 0.42651 0.0287 -0.1338 0.0625
O 1.21666 0.63890 0.61813 -0.0877 -0.1426 -0.1120
C 1.19129 2.87855 -0.22987 -0.1026 -0.1369 -0.0427
C 1.84676 4.09556 -0.26048 0.0073 0.0924 0.0120
N 3.04745 4.30106 0.25656 0.0346 0.0412 -0.0587
C 3.63124 5.64303 0.21633 0.0437 0.0066 0.0310
C 3.46463 6.47736 -1.01291 -0.0560 0.0221 -0.0819
C 4.80587 5.90148 -0.68091 0.0805 -0.0382 -0.0639
C 3.72459 3.25024 0.87185 0.0256 -0.0114 0.0109
C 4.99806 3.44746 1.41404 0.0485 0.1752 0.0076
C 5.70081 2.41435 2.01297 0.0238 0.1439 0.1323
N 6.97098 2.60764 2.52883 0.0961 -0.1534 -0.1110
C 7.53490 1.86965 3.64844 -0.0330 0.1258 0.0096
C 8.73619 1.04719 3.21422 -0.1000 -0.0507 0.0821
N 9.75232 1.97528 2.59366 -0.1235 -0.0274 -0.0479
C 9.15909 2.77553 1.46183 -0.0584 0.0950 -0.0398
C 7.92935 3.53404 1.95266 -0.0602 -0.0949 0.0752
C -0.13406 2.84776 -0.89557 0.3488 -0.1919 0.1929
O -0.65134 3.79191 -1.39049 -0.1803 0.0836 -0.0893
O -0.73181 1.61671 -0.91517 -0.7556 -0.0264 -0.1086
H 3.37239 -0.04310 1.62624 0.0145 0.0035 0.0040
H 1.35638 4.93970 -0.72685 0.0168 0.0233 0.0150
H 3.59638 6.13389 1.18011 -0.0329 -0.0296 0.0225
H 3.30157 7.53547 -0.86911 -0.0102 -0.0141 0.0327
H 2.94285 6.05947 -1.86375 0.0279 -0.0194 0.0203
H 5.58080 6.56572 -0.32343 -0.0249 -0.0087 0.0426
H 5.15549 5.08133 -1.29543 -0.0503 0.0058 -0.0078
H 5.42708 4.43833 1.39717 -0.0200 -0.0391 -0.0271
H 6.80199 1.22235 4.11567 0.0216 0.0094 -0.0092
H 7.85074 2.59362 4.41069 -0.0254 -0.0063 0.0234
H 8.45689 0.31155 2.46268 0.0574 0.0222 -0.0670
H 9.20025 0.53999 4.05767 0.0880 0.0430 -0.0046
H 10.55970 1.44430 2.26073 0.0121 0.0049 0.0072
H 10.09973 2.61543 3.31318 0.0557 -0.0118 -0.0053
H 8.88777 2.07048 0.67844 0.0371 -0.0684 0.0204
H 9.91925 3.45574 1.08284 0.0697 -0.0198 0.0543
H 7.50662 4.06069 1.10128 -0.0041 -0.0036 -0.0061
H 8.22580 4.28328 2.69629 -0.0247 0.0428 -0.0309
S 0.13842 -3.68524 -3.19699 -0.0410 -0.0837 -0.0934
C -0.04437 -2.53786 -2.20226 0.1560 0.2923 0.2711
N -0.19743 -1.63377 -1.38954 0.1513 0.4071 -0.2602
N -1.04576 -1.08119 1.19925 0.0532 0.6950 -0.2219
S -0.68919 -0.78840 2.79215 0.0892 -0.2073 0.0174
C -0.95914 -2.36343 3.54062 0.0683 0.0354 -0.0383
C 0.16721 -3.05821 3.96522 -0.0349 0.0196 0.0047
C -0.00314 -4.32200 4.50925 -0.0062 -0.0216 0.0061
C -1.27751 -4.86352 4.61511 0.0135 0.0215 -0.0106
C -2.39267 -4.15750 4.17072 -0.0162 -0.0381 0.0091
C -2.24380 -2.89391 3.62828 -0.0030 -0.0553 0.0146
C -2.05666 0.18171 3.40767 0.0495 0.0633 -0.0703
C -2.30595 0.14842 4.77426 -0.0198 0.0311 0.0238
C -3.28556 0.98559 5.28470 0.0148 0.0081 -0.0034
C -3.98711 1.83927 4.44131 -0.0031 0.0010 0.0172
C -3.72318 1.85682 3.07942 0.0033 0.0244 -0.0058
C -2.74034 1.03159 2.55092 -0.0153 -0.0606 0.0520
H -1.80979 -1.74770 1.09960 -0.2322 0.2654 0.0029
H 1.15178 -2.61574 3.87819 -0.0090 -0.0188 0.0131
H 0.85670 -4.88189 4.85071 -0.0166 0.0091 0.0180
H -1.40686 -5.84442 5.05313 -0.0010 0.0035 -0.0241
H -3.37965 -4.59245 4.25534 0.0189 0.0101 0.0080
H -3.11046 -2.33135 3.30094 0.0236 0.0066 0.0280
H -1.76349 -0.52255 5.42890 -0.0131 0.0208 -0.0102
H -3.50234 0.96543 6.34409 -0.0011 0.0151 -0.0087
H -4.74434 2.49538 4.84914 -0.0176 -0.0375 -0.0038
H -4.28374 2.51000 2.42414 0.0202 -0.0006 0.0099
H -2.53793 1.04125 1.48845 -0.0283 0.0222 -0.0151

---

(2)
68
Properties=species:S:1:pos:R:3:forces:R:3 method="wB97M-V/def2-TZVPD" orbital_gap_ev=6.864 homo_ev=-7.51 de_lowest_ev=0.236 lumo_energy_ev=-0.6 total_charge=0
Mg 0.18555 0.64705 -1.74100 0.1080 0.0478 -0.0393
C -0.28278 0.01217 2.61078 0.0292 0.0251 -0.0024
C -0.57441 0.24617 1.15197 -0.3223 0.1202 -0.0840
N 0.38000 0.38604 0.28724 0.2647 -0.2226 0.3947
N 1.68390 0.22169 0.78907 -0.3048 -0.0041 -0.2338
C 2.62255 0.35209 -0.08109 0.2203 -0.0446 -0.2820
S 2.58846 0.79591 -1.78045 0.0083 0.0457 0.2540
S 4.28304 0.05646 0.45263 -0.0299 -0.0030 -0.0857
C 4.06017 -0.84545 2.01251 -0.0435 0.0042 0.1396
C 3.86430 -2.32705 1.83222 -0.0422 0.0384 -0.0589
C 4.96362 -3.17659 1.76778 0.0187 -0.0144 -0.0253
C 4.80058 -4.53993 1.57127 -0.0007 0.0129 -0.0011
C 3.52816 -5.07607 1.43796 -0.0163 0.0228 0.0217
C 2.42392 -4.23837 1.51155 -0.0243 -0.0212 -0.0189
C 2.58919 -2.87510 1.70594 0.0990 0.0113 0.0167
C -2.00052 0.29506 0.74204 0.2017 -0.0141 0.1248
C -2.96505 0.15058 1.75768 -0.0751 0.0261 -0.0077
C -4.32000 0.14768 1.51645 0.0774 -0.0044 -0.0083
C -4.76286 0.27730 0.20014 -0.0887 -0.0039 -0.0482
C -3.86065 0.42904 -0.82294 -0.0548 0.0173 0.0484
C -2.46673 0.47246 -0.59766 0.0971 0.1461 0.0003
O -1.69758 0.70836 -1.62105 -0.2536 -0.1356 0.0308
H 0.78227 -0.05276 2.78793 0.0161 -0.0033 -0.0237
H -0.76810 -0.90170 2.95310 0.0286 -0.0193 0.0143
H -0.68770 0.83880 3.19629 -0.0109 0.0122 0.0037
H 3.22686 -0.39010 2.54318 0.0276 0.0011 0.0092
H 4.97510 -0.64661 2.57166 -0.0079 -0.0139 0.0145
H 5.96054 -2.76332 1.86813 0.0123 0.0020 -0.0026
H 5.66827 -5.18483 1.52405 0.0114 -0.0039 -0.0015
H 3.39677 -6.13954 1.28810 0.0014 -0.0097 -0.0065
H 1.42682 -4.65387 1.42327 0.0048 0.0113 0.0042
H 1.73231 -2.21932 1.75882 -0.0897 0.0597 -0.0031
H -2.63901 0.05037 2.78123 -0.0191 -0.0158 0.0159
H -5.02126 0.04032 2.33198 -0.0045 -0.0045 0.0108
H -5.82411 0.26218 -0.01940 0.0038 0.0037 -0.0018
H -4.18798 0.54401 -1.84877 -0.0012 -0.0006 -0.0045
C 0.56850 4.91423 -2.08619 0.0250 0.0463 -0.0473
P -0.43973 3.39552 -1.93404 -0.0175 -0.1810 0.0818
C -1.85374 3.77626 -3.02191 -0.0112 0.0655 -0.0155
C -1.13149 3.62605 -0.25596 0.0179 0.0262 -0.0483
C -2.49342 3.75781 -0.00174 -0.0239 -0.0194 -0.0200
C -2.96176 3.89818 1.29780 0.0354 -0.0438 0.0027
C -2.07183 3.91068 2.36002 0.0125 -0.0125 0.0157
C -0.71029 3.77489 2.11981 -0.0004 -0.0058 -0.0146
C -0.24631 3.62668 0.82239 0.0406 -0.0458 0.0063
H 1.40077 4.87349 -1.38477 0.0010 -0.0104 0.0082
H -0.03247 5.80107 -1.87980 0.0234 0.0078 -0.0043
H 0.98425 4.98182 -3.09189 -0.0028 -0.0145 -0.0152
H -2.32742 4.72335 -2.75662 -0.0057 -0.0100 -0.0172
H -2.58084 2.96743 -2.96684 0.0007 -0.0255 0.0164
H -1.49137 3.83995 -4.04883 0.0038 -0.0020 0.0055
H -3.20615 3.73761 -0.81499 -0.0096 -0.0078 -0.0115
H -4.02498 3.98533 1.47744 -0.0194 0.0046 0.0008
H -2.43605 4.01975 3.37350 -0.0056 0.0023 0.0057
H -0.00698 3.77899 2.94313 -0.0015 -0.0023 0.0072
H 0.81722 3.49151 0.65240 0.0000 0.0004 -0.0137
N 0.03629 -6.85295 -3.15676 -0.0060 -0.0749 -0.0132
C 0.05387 -5.72346 -2.95629 0.0088 0.2092 0.0398
C 0.07702 -4.30178 -2.70391 0.0103 -0.1925 -0.0820
C 0.50582 -3.42134 -3.68922 0.0204 0.0052 0.0144
C 0.51700 -2.07294 -3.39097 0.0599 0.0301 0.0125
N 0.12909 -1.57957 -2.21331 0.0976 0.0778 -0.1917
C -0.28200 -2.43393 -1.27739 -0.0611 0.0711 0.0232
C -0.32551 -3.80236 -1.47520 -0.0104 0.0206 0.0810
H 0.83334 -3.77647 -4.65508 -0.0085 -0.0080 0.0006
H 0.86859 -1.35787 -4.12450 0.0051 0.0141 0.0072
H -0.58899 -2.00049 -0.33435 -0.0221 0.0091 0.0015
H -0.66409 -4.46054 -0.68855 0.0025 -0.0029 -0.0007